--- P ---
Density functional theory data (ωB97M-V/def2-TZVPD) for a 2-piece molecular cluster, C3H10O2 overall.

Atoms and positions in Å:
H -1.488 -1.148 -1.105
H 3.175 1.643 -0.872
O -2.840 -2.284 1.028
C -1.955 -1.181 1.053
H -0.687 0.853 0.130
H 3.265 0.135 -0.495
C 0.000 0.000 0.000
H -3.476 -2.320 1.773
O 3.467 1.036 -0.155
H 0.601 0.168 -0.909
H -0.443 -2.116 -0.025
H 0.679 -0.041 0.868
C -0.970 -1.148 -0.127
H -2.470 -0.228 1.278
H -1.305 -1.424 1.916

The calculation puts the HOMO energy at -10.10 eV. Its SMILES is CCCO.O.

In the Mulliken picture, each atom carries the following charge in e: H 0.310; H 0.322; O -0.529; C -0.469; H 0.262; H 0.321; C -0.925; H 0.306; O -0.650; H 0.207; H 0.232; H 0.328; C -0.277; H 0.332; H 0.232

--- Q ---
Density functional theory data (ωB97M-V/def2-TZVPD) for a 2-piece molecular cluster, C3H10O2 overall.

Atoms and positions in Å:
H 3.962 0.872 -0.375
H 1.222 0.762 -1.002
H 3.816 -0.529 -2.784
H 1.739 0.218 -2.532
H -4.969 -1.570 1.819
H -5.586 0.045 2.598
H 2.100 -0.765 -1.347
C -4.662 -0.626 2.319
C 2.034 0.242 -1.539
O 4.362 0.107 -2.201
C 3.384 0.891 -1.404
H -2.975 -0.457 3.352
H 3.408 1.894 -1.873
H -4.103 -0.036 1.574
O -3.733 -1.048 3.396

The calculation puts the HOMO energy at -10.19 eV. Its SMILES is CCO.CO.

In the Mulliken picture, each atom carries the following charge in e: H 0.204; H 0.299; H 0.285; H 0.420; H 0.207; H 0.201; H 0.426; C -0.447; C -1.342; O -0.527; C 0.040; H 0.305; H 0.194; H 0.225; O -0.491

--- R ---
Density functional theory data (ωB97M-V/def2-TZVPD) for a 2-piece molecular cluster, C3H10O2 overall.

Atoms and positions in Å:
H 0.791 2.309 0.145
H -0.134 1.196 1.202
H 0.582 -2.702 2.153
C 0.020 0.484 -0.841
H -1.388 -0.982 0.136
O 1.207 -0.174 -0.395
O 0.744 -1.737 2.260
H -0.997 2.270 0.057
H 0.172 1.062 -1.775
C -1.109 -0.595 -0.859
H 1.004 -1.428 1.362
H -0.790 -1.442 -1.489
H -1.998 -0.131 -1.318
H 1.989 0.219 -0.836
C -0.094 1.653 0.198

The calculation puts the HOMO energy at -10.30 eV. Its SMILES is CC(C)O.O.

In the Mulliken picture, each atom carries the following charge in e: H 0.306; H 0.250; H 0.310; C 0.362; H 0.286; O -0.546; O -0.652; H 0.346; H 0.273; C -1.123; H 0.341; H 0.307; H 0.361; H 0.293; C -1.114

R takes first place; second place is 0.0134 hartree up.

--- P ---
Density functional theory data (ωB97M-V/def2-TZVPD) for C4H11B as an isolated structure.

Atoms and positions in Å:
H -0.992 -0.697 1.423
H 0.865 2.494 0.312
C -0.849 0.084 0.668
H 2.076 -1.414 -1.207
C 1.132 1.512 -0.162
H 0.734 1.642 -1.158
H 1.108 0.081 1.585
H -1.386 1.022 1.091
H -1.385 -1.470 -1.041
C 0.647 0.287 0.525
H 0.846 -2.412 0.283
H -2.645 -0.809 -0.166
C -1.714 -0.520 -0.522
H -2.035 0.366 -1.217
B 1.366 -1.529 -0.242
H 2.231 1.363 -0.171

The calculation puts the HOMO energy at -8.65 eV.

In the Mulliken picture, each atom carries the following charge in e: H 0.278; H 0.324; C -0.553; H -0.031; C -1.222; H 0.317; H 0.219; H 0.305; H 0.279; C -0.014; H -0.033; H 0.421; C -1.077; H 0.231; B 0.262; H 0.294

--- Q ---
Density functional theory data (ωB97M-V/def2-TZVPD) for one molecule with the formula C4H11B.

Atoms and positions in Å:
H 0.862 0.319 -1.326
H -1.597 1.443 -0.729
C -2.189 0.421 -0.543
H 0.661 1.147 1.009
H 2.223 1.637 0.175
C 0.289 -1.191 0.150
H -1.672 -1.013 1.328
H -3.250 0.796 -0.173
C 1.351 -0.322 -0.481
H 2.096 0.179 1.357
C 1.591 0.777 0.543
H 0.717 -1.530 1.159
B -1.209 -0.579 0.292
H 2.167 -0.934 -0.659
H -2.354 0.249 -1.666
H 0.113 -2.088 -0.447

The calculation puts the HOMO energy at -10.22 eV. Its SMILES is CBCCC.

In the Mulliken picture, each atom carries the following charge in e: H 0.207; H 0.262; C -0.896; H 0.283; H 0.279; C -0.783; H -0.106; H 0.258; C -0.209; H 0.300; C -1.040; H 0.274; B 0.246; H 0.331; H 0.323; H 0.272

Q takes first place; second place is 0.0614 hartree up.